Entry 1:
Below is C4H5NO2 as an isolated structure at a distorted geometry, with properties calculated with ωB97M-V with the def2-TZVPD basis set.

Positions of all 12 atoms, in Å:
O1 -0.318 -0.500 2.828
C1 -0.272 -0.166 1.720
C2 0.939 0.796 0.211
C3 0.742 0.012 -1.038
N1 -0.681 0.244 -1.217
C4 -1.460 -0.496 -0.497
O2 -1.108 -1.324 0.442
H1 0.691 1.855 0.100
H2 1.682 0.544 0.943
H3 1.029 -1.038 -0.905
H4 1.286 0.409 -1.918
H5 -2.531 -0.335 -0.669

The molar mass is 99.1 g mol⁻¹. Its charge is 0. The calculation puts the orbital gap at 8.69 eV. The HOMO energy comes out at -9.580 eV.

Atom charges from the Mulliken analysis, given in e for atoms 1 to 6: number 1, O, carries -0.27; number 2, C, carries 0.36; number 3, C, carries -0.56; number 4, C, carries -0.20; number 5, N, carries -0.58; number 6, C, carries 0.11



Entry 2:
Below is an isolated molecule of C4H5NO2, with properties calculated with ωB97M-V with the def2-TZVPD basis set.

Positions of all 12 atoms, in Å:
O1 -2.071 -1.478 0.494
C1 -1.225 -0.657 0.349
C2 0.220 -0.951 -0.174
C3 1.050 0.316 -0.568
N1 -0.061 1.228 -0.831
C4 -0.456 1.422 0.366
O2 -1.498 0.679 0.800
H1 0.708 -1.525 0.624
H2 0.068 -1.613 -1.031
H3 1.726 0.180 -1.424
H4 1.620 0.651 0.342
H5 0.234 1.723 1.189

The structure (SMILES) is O=C1CCN=CO1. The molar mass is 99.1 g mol⁻¹. Its charge is 0. The calculation puts the orbital gap at 9.19 eV. The HOMO energy comes out at -9.293 eV.

Atom charges from the Mulliken analysis, given in e for atoms 1 to 6: number 1, O, carries -0.46; number 2, C, carries 0.41; number 3, C, carries -0.26; number 4, C, carries -0.52; number 5, N, carries -0.52; number 6, C, carries 0.17



Entry 3:
Below is an isolated molecule of C4H5NO2 at a distorted geometry, with properties calculated with ωB97M-V with the def2-TZVPD basis set.

Positions of all 12 atoms, in Å:
O1 -0.990 -1.968 -1.408
C1 -1.122 -0.987 -0.776
N1 -1.522 -0.024 -0.124
C2 -0.643 1.100 0.192
C3 0.811 0.634 0.277
O2 1.195 -0.175 1.381
C4 0.913 -0.815 0.148
H1 -0.083 -1.206 0.462
H2 -0.969 1.590 1.114
H3 -0.741 1.813 -0.633
H4 1.613 1.319 -0.004
H5 1.662 -1.355 -0.441

The structure (SMILES) is O=C=NC[C@@H]1CO1. The molar mass is 99.1 g mol⁻¹. Its charge is 0. The calculation puts the orbital gap at 10.79 eV. The HOMO energy comes out at -9.958 eV.

Atom charges from the Mulliken analysis, given in e for atoms 1 to 6: number 1, O, carries -0.46; number 2, C, carries 0.71; number 3, N, carries -0.50; number 4, C, carries -0.56; number 5, C, carries 0.12; number 6, O, carries -0.43



Entry 4:
Below is an isolated molecule of C4H5NO2, with properties calculated with ωB97M-V with the def2-TZVPD basis set.

Positions of all 12 atoms, in Å:
O1 1.816 1.611 0.359
C1 1.998 0.421 0.404
C2 0.962 -0.616 -0.033
O2 1.197 -1.795 0.128
N1 -0.156 -0.112 -0.651
C3 -1.471 -0.649 -0.422
C4 -1.134 0.757 -0.038
H1 2.924 -0.043 0.795
H2 -1.557 -1.396 0.366
H3 -2.062 -0.839 -1.313
H4 -1.472 1.588 -0.651
H5 -1.015 0.983 1.019

The structure (SMILES) is O=CC(=O)N1CC1. The molar mass is 99.1 g mol⁻¹. Its charge is 0. The calculation puts the orbital gap at 9.70 eV. The HOMO energy comes out at -9.985 eV.

Atom charges from the Mulliken analysis, given in e for atoms 1 to 6: number 1, O, carries -0.44; number 2, C, carries 0.06; number 3, C, carries 0.45; number 4, O, carries -0.53; number 5, N, carries -0.14; number 6, C, carries -0.41